(1)
10
Properties=species:S:1:pos:R:3 method="wB97M-V/def2-TZVPD" smiles="Nc1nonnc1=O" total_energy_ev=-12154.8364 lumo_energy_ha=-0.037 largest_force_ev_per_a=14.15 charge=0
C -0.69875 -0.59361 -0.04420
C -0.39908 0.92715 -0.07374
H -2.65537 -0.24219 0.25718
H -2.17783 -2.03419 0.30898
N -1.86276 -0.92487 -0.21994
N 0.24188 -1.43554 0.08565
N 2.00315 0.34743 -0.06694
N 1.06363 1.28702 -0.07581
O 1.63452 -0.86664 0.10250
O -1.47216 1.53625 0.15759

=====

(2)
68
Properties=species:S:1:pos:R:3 method="wB97M-V/def2-TZVPD" spin_multiplicity=4 total_energy_ev=-89831.6605 lumo_energy_ha="0.056 / 0.056" largest_force_ev_per_a=4.28 charge=-1
V 13.93467 -13.43548 -23.71392
P 16.15334 -13.57873 -26.23091
F 14.97574 -14.68749 -25.91020
F 15.42897 -12.64380 -25.14798
F 17.04031 -14.38508 -25.12270
F 17.48069 -12.61021 -26.44894
F 16.63125 -14.60693 -27.38720
F 15.24803 -12.78775 -27.39697
C 14.27408 -17.88912 -19.96487
C 13.95565 -16.81577 -20.72487
C 14.79556 -16.45524 -22.03413
O 14.47934 -15.46057 -22.82810
C 15.89585 -17.16304 -22.38503
C 16.37889 -18.23833 -21.50857
C 15.42226 -18.68348 -20.32345
O 15.78342 -19.75194 -19.80949
O 17.43178 -18.76294 -21.67737
O 12.92785 -16.13514 -20.29542
H 13.78183 -18.20391 -19.05658
H 16.46645 -16.99181 -23.28586
C 9.91827 -10.39573 -23.10763
O 10.75717 -11.48621 -22.80116
C 10.37210 -12.13733 -21.58583
C 11.25407 -13.39625 -21.44264
N 12.72192 -13.40983 -21.62840
C 13.37539 -12.39623 -20.81537
C 14.88618 -12.62478 -20.97090
O 15.36995 -12.57207 -22.29923
C 16.76926 -12.88958 -22.35559
H 8.93676 -10.81672 -23.32558
H 10.09727 -9.82794 -24.02068
H 9.83699 -9.60730 -22.35937
H 9.32981 -12.45170 -21.53194
H 10.47583 -11.50597 -20.70337
H 10.86627 -14.11732 -22.16219
H 10.94759 -13.87694 -20.51360
H 13.06183 -14.28517 -21.25647
H 13.10273 -12.48190 -19.76351
H 13.17208 -11.39903 -21.20571
H 15.05112 -13.59365 -20.49952
H 15.40349 -11.94870 -20.29017
H 17.10291 -12.79547 -23.38899
H 17.01650 -13.89893 -22.02668
H 17.25795 -12.17048 -21.69818
C 15.45134 -9.28366 -22.33399
O 14.69692 -10.06980 -23.17394
C 13.49329 -9.49752 -23.60168
C 13.12149 -10.34235 -24.84021
N 12.70199 -11.74537 -24.50490
C 12.20002 -12.41935 -25.74164
C 11.28365 -13.64193 -25.30511
O 12.06462 -14.43348 -24.41201
C 11.52086 -15.80333 -24.28700
H 15.00123 -9.03054 -21.37407
H 15.81276 -8.40332 -22.86548
H 16.35021 -9.83281 -22.05368
H 13.70219 -8.46359 -23.87636
H 12.70195 -9.52694 -22.85267
H 13.98625 -10.40678 -25.50063
H 12.32146 -9.74629 -25.27926
H 11.90000 -11.51872 -23.93435
H 13.00792 -12.84188 -26.33904
H 11.71287 -11.68816 -26.38673
H 10.91217 -14.21881 -26.15206
H 10.37146 -13.38536 -24.76643
H 11.83310 -16.22090 -23.32980
H 11.99017 -16.44414 -25.03346
H 10.43219 -15.85551 -24.30043

=====

(3)
68
Properties=species:S:1:pos:R:3 method="wB97M-V/def2-TZVPD" total_energy_ev=-95603.1347 lumo_energy_ha="-0.072 / -0.073" largest_force_ev_per_a=0.13 charge=+1
Ni 0.60548 -0.19810 -2.36173
N 0.65085 1.22571 -0.99654
C -0.77023 1.43369 -0.65089
C -1.03770 2.71132 0.17131
C -1.65915 2.47482 1.55472
C -3.17434 2.28288 1.51851
N -3.56690 1.24215 0.57531
C -3.48601 -0.05306 0.81119
N -3.35788 -0.54161 2.05189
N -3.53518 -0.90529 -0.22030
C -1.58021 1.31947 -1.96459
O -2.79703 1.56522 -1.94484
O -0.92629 0.92944 -2.97515
H 1.19423 1.08201 -0.14652
H 1.01499 2.05112 -1.46581
H -1.04419 0.55638 -0.05357
H -1.66331 3.39809 -0.40469
H -0.07907 3.21416 0.31666
H -1.44873 3.33042 2.19929
H -1.17742 1.60852 2.02077
H -3.65991 3.19895 1.18333
H -3.57559 2.07640 2.51237
H -3.43957 1.49615 -0.42594
H -3.44925 0.06294 2.84796
H -3.42298 -1.53258 2.20555
H -3.49682 -0.51710 -1.15342
H -3.26286 -1.86802 -0.09006
N 0.28605 -1.28717 -3.96865
C 1.35132 -1.13121 -4.97721
C 1.65638 0.34007 -5.18254
N 2.15009 0.92623 -3.93025
H 0.18188 -2.27010 -3.73204
H -0.59579 -0.93874 -4.33806
H 1.06934 -1.59362 -5.92542
H 2.23580 -1.65272 -4.60408
H 0.73763 0.86316 -5.45566
H 2.35578 0.44679 -6.01629
H 2.12539 1.93724 -3.98602
H 3.11815 0.66574 -3.77664
S 1.50212 -3.25845 -1.88930
C 1.65893 -1.50675 -1.35169
N 1.16907 -1.59777 0.05466
C 0.13054 -2.51733 0.20324
C -0.77453 -2.57907 1.24642
C -1.73932 -3.58735 1.22538
C -1.80037 -4.49493 0.17750
C -0.86529 -4.43898 -0.85708
C 0.10775 -3.45947 -0.82935
H 2.72600 -1.28055 -1.31143
H -0.70046 -1.87678 2.06768
H -2.42745 -3.69267 2.05715
H -2.55004 -5.27445 0.17821
H -0.88412 -5.17315 -1.65185
C 1.55479 2.56696 3.51968
Si 2.57012 1.01556 3.27137
C 4.31607 1.45265 2.78861
C 2.51212 -0.04485 4.80254
C 1.84335 0.03835 1.88252
C 1.54053 -0.76401 1.01907
H 1.99175 3.19180 4.30153
H 0.53383 2.32510 3.82223
H 1.50847 3.16484 2.60625
H 4.79766 2.03612 3.57611
H 4.33797 2.04688 1.87304
H 4.91134 0.55374 2.62191
H 2.92026 0.49439 5.66006
H 3.09463 -0.95737 4.66811
H 1.48734 -0.33226 5.04543

=====

Taking the records one at a time from the top gives energy above the lowest of the compared OMol25 structures with the same formula, charge and spin values of 7.911, 0.000, 0.515 eV.